{"formula": "C23H39As3N2O2SeZn", "method": "ωB97M-V/def2-TZVPD", "elements": ["Se", "As", "As", "As", "Zn", "O", "O", "N", "N", "C", "C", "C", "C", "C", "C", "C", "C", "C", "C", "C", "C", "C", "C", "C", "C", "C", "C", "C", "C", "C", "C", "C", "H", "H", "H", "H", "H", "H", "H", "H", "H", "H", "H", "H", "H", "H", "H", "H", "H", "H", "H", "H", "H", "H", "H", "H", "H", "H", "H", "H", "H", "H", "H", "H", "H", "H", "H", "H", "H", "H", "H"], "positions_angstrom": [[-0.443965, 2.680760, -1.596583], [2.406516, 0.128844, -0.984478], [-0.597301, -1.370517, -2.435200], [4.850706, -3.751287, -3.893979], [-0.456545, 0.948127, -0.078966], [-0.204348, -1.067329, 0.262505], [0.212309, 1.252914, 1.938140], [-2.389682, 0.272919, 1.012832], [-1.832316, -0.690283, 1.882068], [-0.540464, 1.870264, 2.752831], [0.184635, 2.633063, 3.842492], [4.477468, -3.148277, -5.728138], [0.843607, -2.745134, -2.360892], [-1.033473, -3.083860, 3.201210], [2.277000, -2.321425, -2.772700], [0.644476, -4.803344, 3.437014], [0.834259, -3.142376, 1.703444], [-0.541159, -4.203709, 3.854976], [3.020774, -3.622703, -3.152764], [3.604594, 0.082845, 0.578485], [-0.348766, -2.537780, 2.115731], [-0.845932, -1.334585, 1.366388], [5.834290, -2.143546, -3.345489], [-1.219821, -1.825573, -4.262154], [-1.904154, -2.534305, -1.540101], [-2.621111, 1.441808, 1.541786], [2.223286, -1.355649, -3.961440], [2.989111, -1.685861, -1.572012], [3.599811, 1.196525, -2.120078], [1.330891, -4.265887, 2.357515], [-3.543792, 2.341690, 0.769532], [-1.926767, 1.974157, 2.675290], [3.755311, 2.147600, -1.609354], [0.847207, -3.098531, -1.325909], [3.034271, -4.276010, -2.276611], [6.712364, -2.090140, -3.991616], [1.352063, -2.711252, 0.857297], [1.026382, -5.679516, 3.948877], [-4.060000, 3.023426, 1.452475], [3.159074, -0.559968, 1.339005], [4.070296, -1.654934, -1.734507], [1.643531, -0.462607, -3.711980], [-2.888076, -2.068002, -1.593484], [0.745199, 3.450322, 3.381720], [5.254598, -1.228391, -3.449955], [-0.662706, -1.249405, -5.001913], [-0.497089, 3.037507, 4.593511], [3.095697, 1.412067, -3.061642], [5.391019, -3.219872, -6.319531], [0.903890, 1.966456, 4.322877], [1.750905, -1.833222, -4.825214], [-2.271742, -1.542709, -4.335090], [3.218165, -1.018796, -4.259616], [-1.086411, -4.616460, 4.696984], [2.446213, -4.156689, -3.918317], [4.563407, 0.708655, -2.294262], [-2.937950, 2.930153, 0.067420], [6.168949, -2.235391, -2.313496], [0.501520, -3.573152, -2.990201], [3.725419, -3.801356, -6.171772], [-2.400436, 2.759273, 3.254930], [-4.266859, 1.758141, 0.199734], [4.603778, -0.278865, 0.319581], [2.815945, -2.319009, -0.695598], [-1.120772, -2.893634, -4.477239], [2.256477, -4.719899, 2.021137], [3.668468, 1.091257, 0.987310], [4.111071, -2.122749, -5.749384], [-1.622328, -2.622372, -0.491381], [-1.950951, -2.600589, 3.513192], [-1.938743, -3.524048, -2.004324]], "forces_ev_per_angstrom": [[0.03, 0.07, -0.03], [-0.05, -0.18, 0.12], [-0.08, -0.13, 0.09], [-0.05, -0.01, -0.05], [0.17, 0.25, -0.17], [-0.06, 0.46, 0.48], [-0.03, -0.08, 0.01], [-0.10, -0.37, 0.50], [-0.23, 0.13, -0.30], [-0.13, -0.03, -0.07], [0.00, 0.06, 0.07], [0.02, 0.05, -0.06], [0.08, 0.01, -0.06], [-0.01, 0.03, 0.03], [-0.07, 0.01, 0.00], [-0.04, 0.05, -0.01], [0.08, -0.17, 0.05], [-0.01, 0.02, -0.02], [-0.03, 0.02, 0.07], [-0.02, 0.05, 0.05], [-0.02, 0.11, -0.01], [0.49, -0.22, -0.03], [0.04, 0.06, -0.02], [-0.03, -0.03, -0.14], [-0.08, -0.14, -0.03], [0.11, 0.00, -0.14], [0.02, -0.04, 0.00], [0.09, 0.02, 0.04], [0.03, 0.09, -0.05], [-0.06, 0.08, -0.03], [0.01, 0.04, -0.01], [0.12, 0.04, 0.12], [0.00, 0.01, -0.03], [0.00, -0.01, -0.06], [-0.04, -0.01, 0.04], [0.03, 0.01, 0.01], [0.00, 0.02, 0.05], [-0.01, 0.00, 0.00], [0.01, 0.00, -0.04], [0.00, 0.01, -0.02], [-0.13, 0.04, 0.07], [-0.03, -0.04, 0.01], [-0.02, 0.01, -0.01], [0.01, -0.01, 0.01], [0.03, -0.02, -0.04], [-0.01, -0.02, -0.02], [0.01, 0.00, -0.02], [0.04, 0.00, 0.00], [0.00, -0.01, -0.01], [-0.01, 0.00, 0.00], [0.01, 0.01, 0.00], [0.01, 0.01, -0.02], [-0.02, 0.00, 0.07], [0.00, 0.00, 0.00], [-0.04, -0.03, 0.00], [-0.02, 0.02, 0.01], [-0.04, -0.02, 0.02], [0.01, 0.00, 0.00], [0.02, -0.04, -0.03], [0.01, 0.00, 0.00], [0.00, -0.01, 0.02], [-0.01, 0.01, 0.00], [0.00, 0.00, -0.01], [0.07, -0.02, -0.02], [-0.02, 0.00, -0.01], [0.00, 0.00, -0.01], [0.01, 0.00, 0.02], [0.04, -0.08, -0.05], [-0.10, -0.05, -0.26], [0.02, -0.02, 0.00], [-0.03, -0.01, -0.06]], "mulliken_charge": [-1.175, 0.802, 0.469, 0.277, 1.009, -0.059, -0.661, -0.858, -0.150, 1.282, -1.562, -1.154, -1.490, -0.623, 2.947, -0.417, 0.328, -0.564, -2.098, -1.338, -0.153, -0.146, -1.000, -1.336, -1.086, 1.072, -2.090, -1.035, -1.296, -0.729, -1.127, -1.328, 0.487, 0.075, 0.440, 0.424, 0.417, 0.354, 0.405, 0.277, 0.072, 0.479, 0.400, 0.277, 0.137, 0.351, 0.391, 0.315, 0.398, 0.287, 0.377, 0.427, 0.174, 0.373, 0.622, 0.346, 0.130, 0.296, 0.764, 0.319, 0.151, 0.277, 0.367, 0.135, 0.361, 0.409, 0.434, 0.315, 0.148, 0.457, 0.423], "total_charge": -2, "e_homo_ev": 0.12, "energy_ev": -327839.4051, "e_lumo_ha": 0.160, "gap_ev": 4.23}